Record 1
A cluster of 6 separate species, C26H42Cl10FNO3 in total. Source: OMol25; level of theory: ωB97M-V/def2-TZVPD.

```
83
Properties=species:S:1:pos:R:3
C 0.1536 1.5253 2.2202
C -0.0681 0.9109 0.8582
N 0.4907 1.7701 -0.2258
C -0.5868 2.5326 -0.8785
C -0.7965 3.9087 -0.2553
C -1.9368 4.6157 -0.9787
F -1.6225 5.9396 -1.1416
O -3.1503 4.6381 -0.2637
C -3.7236 3.4100 -0.0581
O -3.3402 2.6812 0.7966
C -4.8980 3.0264 -0.9231
C -6.0617 2.6888 -0.0091
C -6.6285 3.7481 0.7080
C -7.6785 3.5432 1.5948
C -8.1684 2.2548 1.7649
C -7.6088 1.2021 1.0501
C -6.5507 1.3891 0.1564
C -5.9611 0.2083 -0.5609
C 1.0474 0.8629 -1.2093
C 0.1165 0.0573 -2.0914
O 2.2347 0.7646 -1.3319
H -0.2641 2.5270 2.2692
H 1.2115 1.5766 2.4580
H -0.3446 0.9470 2.9970
H -1.1212 0.6747 0.7028
H 0.4680 -0.0401 0.8195
H -0.3585 2.6997 -1.9327
H -1.5242 1.9694 -0.8646
H 0.1177 4.4907 -0.2579
H -1.1099 3.7724 0.7759
H -2.0559 4.2168 -1.9917
H -5.1710 3.8344 -1.5960
H -4.6199 2.1683 -1.5253
H -6.2294 4.7470 0.5892
H -8.0637 4.3923 2.1375
H -8.9690 2.0661 2.4642
H -7.9698 0.1939 1.1992
H -4.8859 0.3007 -0.6769
H -6.1416 -0.7036 -0.0004
H -6.4249 0.1007 -1.5404
H 0.6505 -0.8293 -2.4105
H -0.7558 -0.2458 -1.5129
H -0.2156 0.6408 -2.9415
Cl 2.9922 -3.1197 1.0140
C 3.9150 -1.7458 0.3363
C 5.2709 -1.6056 0.9689
Cl 5.1732 -1.0812 2.6770
H 3.3179 -0.8468 0.4631
H 4.0321 -1.9337 -0.7281
H 5.8333 -0.8466 0.4366
H 5.8253 -2.5370 0.9387
Cl -2.8347 -1.1492 1.9983
C -2.0006 -1.7005 3.4765
C -2.3454 -3.1260 3.8181
Cl -4.0417 -3.3055 4.3403
H -2.2638 -1.0191 4.2818
H -0.9304 -1.6195 3.2888
H -1.7223 -3.4666 4.6431
H -2.1834 -3.7846 2.9701
Cl 0.3933 -5.5434 3.1684
C 0.2708 -6.5993 1.7376
C -0.4309 -5.9233 0.5888
Cl -2.1651 -5.6627 0.9143
H -0.2389 -7.5109 2.0385
H 1.2882 -6.8517 1.4432
H -0.3663 -6.5507 -0.2985
H 0.0161 -4.9577 0.3640
Cl 7.6491 -2.2966 -1.1746
C 7.5407 -3.3237 -2.6312
C 6.7894 -2.6786 -3.7687
Cl 5.0504 -2.5069 -3.4256
H 7.0754 -4.2600 -2.3337
H 8.5630 -3.5281 -2.9447
H 6.8761 -3.3095 -4.6518
H 7.1784 -1.6905 -4.0055
Cl 7.9784 1.2994 -4.0242
C 7.1906 2.3504 -2.8143
C 6.7030 1.5739 -1.6197
Cl 5.3413 0.5049 -2.0303
H 6.3750 2.8726 -3.3073
H 7.9331 3.0816 -2.4997
H 6.3494 2.2627 -0.8535
H 7.4960 0.9608 -1.1953
```

As for the orbital gap: 9.51 eV. Its multiplicity is 1. As for the total energy: -163218.8420 eV.



Record 2
A structure of composition C2N2OS3. Source: OMol25; level of theory: ωB97M-V/def2-TZVPD.

```
8
Properties=species:S:1:pos:R:3
C 2.0251 0.1804 -0.7016
C -1.9158 1.1279 -0.4916
N 2.8516 0.9461 -0.6835
N -1.6881 1.7250 -1.4999
O -0.1202 -2.1469 1.9801
S 0.9927 -1.1013 -0.7453
S -2.3083 0.1768 0.8299
S 0.1631 -0.9080 1.3119
```

The calculation puts the energy relative to the best compared isomer or geometry (same formula, charge and spin) at 0.0 kcal/mol. As for the orbital gap (spin up / spin down): 7.34 / 6.76 eV. Its multiplicity is 1. As for the total energy: -39603.9246 eV.



Record 3
A structure of composition C31H25CrF2N3O4P. Source: OMol25; level of theory: ωB97M-V/def2-TZVPD.

```
67
Properties=species:S:1:pos:R:3
Cr 0.2665 -0.1991 -1.0557
C 1.6400 -0.4368 3.0461
C 2.3014 0.8083 3.1864
C 2.3045 1.6866 2.1445
C 1.6551 1.3567 0.9282
N 1.0264 0.1286 0.8024
C 1.0394 -0.7099 1.8420
C 1.6308 2.1881 -0.2184
C 2.0836 3.5299 -0.2586
C 2.0788 4.2145 -1.4406
C 1.6243 3.5830 -2.6179
C 1.1594 2.2935 -2.5170
N 1.1416 1.6092 -1.3712
H 1.6117 -1.1639 3.8449
H 2.8075 1.0586 4.1112
H 2.8209 2.6335 2.2265
H 0.5316 -1.6566 1.6934
H 2.4157 4.0106 0.6517
H 2.4154 5.2437 -1.4736
H 1.6281 4.0883 -3.5722
H 0.7827 1.7604 -3.3821
O -2.1757 -0.2186 -4.2619
C -1.6151 -0.0101 -3.2099
O -0.4155 -0.4006 -2.8902
C -2.3098 0.7690 -2.0414
O -3.3924 1.2949 -2.1906
O -1.6054 0.7470 -0.9471
F 5.4491 -1.5512 -2.1050
C 4.1728 -1.9375 -1.8799
C 3.2033 -0.9853 -1.6530
C 1.8967 -1.3751 -1.3746
C 1.6086 -2.7551 -1.2992
C 2.6052 -3.6684 -1.6141
F 2.3414 -5.0017 -1.6457
C 3.8986 -3.2923 -1.9031
C 0.2486 -3.1030 -0.8349
C -0.2287 -4.3815 -0.5533
C -1.5130 -4.5404 -0.0641
C -2.3072 -3.4262 0.1531
C -1.7762 -2.1872 -0.1423
N -0.5410 -2.0305 -0.6195
H 3.4778 0.0642 -1.6891
H 4.6606 -4.0243 -2.1275
H 0.4074 -5.2373 -0.7090
H -1.8905 -5.5330 0.1487
H -3.3109 -3.5082 0.5451
H -2.3362 -1.2712 0.0053
C -2.8630 0.7847 2.4293
P -1.5688 1.8235 1.6114
C -1.1026 2.7853 3.1407
C -2.6168 3.1315 0.8619
C -2.0508 4.3886 0.6317
C -2.7819 5.4051 0.0349
C -4.0911 5.1742 -0.3687
C -4.6491 3.9186 -0.1859
C -3.9158 2.9046 0.4172
H -3.3665 0.1476 1.6993
H -3.6090 1.3959 2.9430
H -2.3606 0.1369 3.1513
H -1.9548 3.2716 3.6228
H -0.3640 3.5431 2.8721
H -0.6204 2.1011 3.8447
H -1.0156 4.5687 0.9038
H -2.3261 6.3760 -0.1231
H -4.6617 5.9603 -0.8491
H -5.6554 3.7162 -0.5317
H -4.3533 1.9195 0.5042
```

The calculation puts the energy relative to the best compared isomer or geometry (same formula, charge and spin) at 10.3 kcal/mol. As for the orbital gap (spin up / spin down): 5.16 / 7.42 eV. As for the total charge: -1. Its multiplicity is 5. As for the total energy: -88363.4145 eV.



Record 4
A cluster of 2 separate species, C14H23BrCl4NS2 in total. Source: OMol25; level of theory: ωB97M-V/def2-TZVPD.

```
45
Properties=species:S:1:pos:R:3
C -0.5888 -2.0232 3.8825
C 0.0159 -0.7407 4.4048
Cl -0.7850 -0.1223 5.7946
C 1.0833 -0.0952 3.9043
Cl 1.7197 1.2897 4.7394
C 1.9514 -0.4335 2.6993
C 2.2203 0.7954 1.7881
N 1.4434 0.6280 0.5432
C 1.2432 1.8163 -0.3026
C -0.2242 2.2217 -0.4984
C -1.0697 2.1297 0.7799
Br -1.5347 3.8732 1.4904
C 0.9922 -0.5636 0.3021
C 0.2294 -0.9607 -0.9266
C 0.0581 -2.4799 -1.1133
C -1.1709 -3.0229 -0.3580
S -0.9895 -4.6899 0.3147
S 1.3446 -1.7016 1.5419
H -1.2164 -2.4612 4.6575
H -1.2464 -1.8272 3.0299
H 0.1584 -2.7568 3.5891
H 2.9317 -0.7752 3.0413
H 3.2737 0.8507 1.5003
H 1.8978 1.7362 2.2213
H 1.7142 1.6566 -1.2749
H 1.7724 2.6347 0.1878
H -0.6819 1.6221 -1.2862
H -0.2283 3.2524 -0.8559
H -0.5731 1.6152 1.6014
H -2.0166 1.6226 0.6005
H 0.7910 -0.5575 -1.7790
H -0.7468 -0.4673 -0.9203
H 0.9586 -3.0030 -0.7832
H -0.0365 -2.6775 -2.1814
H -1.4320 -2.3407 0.4571
H -2.0318 -3.0598 -1.0287
H 0.2138 -4.5094 0.8722
Cl -2.2201 2.2144 -3.3164
C -1.4986 2.3688 -4.9477
C -0.9320 1.0719 -5.4547
Cl 0.5096 0.5659 -4.5257
H -0.7348 3.1394 -4.8926
H -2.2947 2.7044 -5.6089
H -0.6111 1.1936 -6.4870
H -1.6585 0.2661 -5.4020
```

The calculation puts the energy relative to the best compared isomer or geometry (same formula, charge and spin) at 0.0 kcal/mol. As for the orbital gap: 8.34 eV. As for the total charge: +1. Its multiplicity is 1. As for the total energy: -158177.7715 eV.



Question: What is the multiplicity in the first record?
Answer: 1



Question: multiplicity of number 3 (C31H25CrF2N3O4P)?
Answer: 5